No. 1
Below is a structure of composition C16H21N3O3STi at a distorted geometry, with properties calculated with ωB97M-V/def2-TZVPD.

Last column: natural (NBO) charge in e.
Geometry (Å):
N -0.627 -0.226 -1.991  -0.516
C -0.486 -0.736 -3.021  0.632
C -0.459 -1.394 -4.278  -0.781
H 0.559 -1.717 -4.516  0.321
H -0.797 -0.697 -5.051  0.332
H -1.119 -2.267 -4.270  0.329
N -1.963 1.516 0.730  -0.561
C -2.918 2.037 1.170  0.669
C -4.086 2.572 1.740  -0.792
H -4.567 3.245 1.021  0.336
H -3.829 3.145 2.637  0.339
H -4.790 1.776 2.009  0.338
N 1.324 0.516 1.449  -0.514
C 2.349 0.294 1.937  0.635
C 3.511 0.015 2.707  -0.779
H 3.232 -0.391 3.686  0.330
H 4.070 0.945 2.855  0.327
H 4.160 -0.702 2.193  0.320
Ti -0.304 0.482 0.020  1.072
C -0.938 -0.404 2.251  0.669
O -1.159 -1.010 3.198  -0.336
C -2.246 -1.019 -0.132  0.657
O -3.025 -1.861 -0.254  -0.329
C -0.194 2.324 -2.042  -0.170
C 1.105 1.814 -1.861  -0.173
C 1.787 2.078 -0.670  -0.151
C 1.162 2.835 0.335  -0.147
C -0.145 3.268 0.181  -0.157
C -0.827 3.015 -1.023  -0.088
H -0.669 2.292 -3.031  0.292
H 1.653 1.398 -2.715  0.293
H 2.859 1.855 -0.603  0.292
H 1.736 3.194 1.200  0.294
H -0.590 3.922 0.938  0.288
H -1.802 3.478 -1.211  0.279
C 1.553 -3.754 -0.628  -0.795
S 0.006 -3.002 -0.094  1.219
C 0.119 -3.754 1.568  -0.797
O 0.380 -1.470 0.128  -0.879
H 1.439 -4.850 -0.653  0.311
H 2.406 -3.511 0.018  0.276
H 1.756 -3.458 -1.661  0.265
H 0.944 -3.331 2.166  0.268
H -0.832 -3.622 2.098  0.269
H 0.262 -4.845 1.472  0.312

Computed properties:
LUMO energy (spin up / spin down): -15.723 / -15.726 eV
Net charge: +4
Gap between HOMO and LUMO (spin up / spin down): 7.34 / 7.33 eV
E_tot: -2258.2938 hartree

***

No. 2
Below is a structure of composition C16H21N3O3Zr at a distorted geometry, with properties calculated with ωB97M-V/def2-TZVPD.

Last column: natural (NBO) charge in e.
Geometry (Å):
N -2.159 0.011 0.026  -0.662
C -3.291 -0.169 0.216  0.691
C -4.661 -0.376 0.483  -0.783
H -4.800 -1.374 0.877  0.333
H -5.231 -0.270 -0.430  0.333
H -4.996 0.358 1.204  0.339
N 0.710 1.859 -1.393  -0.682
C 1.109 2.813 -1.922  0.714
C 1.603 3.977 -2.517  -0.784
H 1.007 4.207 -3.385  0.334
H 2.623 3.812 -2.821  0.338
H 1.546 4.786 -1.809  0.340
N 1.539 -1.264 0.416  -0.659
C 2.231 -2.108 0.817  0.699
C 3.079 -3.124 1.306  -0.780
H 3.884 -2.668 1.866  0.338
H 3.487 -3.681 0.474  0.327
H 2.506 -3.788 1.938  0.333
Zr -0.023 -0.052 -0.604  1.995
C 1.841 1.413 1.178  0.555
O 2.685 1.864 1.727  -0.339
C -0.843 2.313 0.929  0.563
O -1.339 3.267 1.366  -0.352
C -1.516 -0.693 -2.727  -0.212
C -1.267 -1.898 -2.069  -0.202
C 0.045 -2.359 -1.928  -0.203
C 1.105 -1.614 -2.447  -0.199
C 0.855 -0.405 -3.100  -0.202
C -0.454 0.055 -3.240  -0.143
H -2.526 -0.400 -2.948  0.303
H -2.088 -2.528 -1.781  0.304
H 0.226 -3.340 -1.532  0.305
H 2.098 -2.026 -2.456  0.304
H 1.661 0.104 -3.599  0.301
H -0.660 0.919 -3.846  0.292
C 0.077 1.051 4.054  -0.651
C 0.359 -0.290 3.416  -0.045
O -0.478 -0.451 2.140  -0.782
H 0.269 1.890 3.366  0.197
H 0.766 1.128 4.904  0.286
H -0.977 1.087 4.386  0.245
H 1.379 -0.466 3.064  0.175
H 0.056 -1.163 4.014  0.234
H -1.433 -0.408 2.385  0.503

Computed properties:
LUMO energy: -15.309 eV
Net charge: +4
Gap between HOMO and LUMO: 7.58 eV
E_tot: -1057.7524 hartree

***

No. 3
Below is a structure of composition C16H21N3O6S2Zr at a distorted geometry, with properties calculated with ωB97M-V/def2-TZVPD.

Last column: natural (NBO) charge in e.
Geometry (Å):
Zr -0.198 0.269 0.538  2.086
N -1.205 -1.931 4.396  -0.800
C -1.078 -1.257 3.223  0.320
S 0.574 -0.827 2.805  -0.352
N -2.206 -1.043 2.603  -0.431
N -2.118 -0.378 1.378  -0.386
C -3.242 -0.081 0.845  0.178
C -3.477 0.627 -0.423  -0.205
C -4.801 0.644 -0.871  -0.137
C -5.166 1.273 -2.046  -0.265
C -4.182 1.912 -2.796  -0.181
C -2.866 1.922 -2.370  -0.228
C -2.501 1.288 -1.188  0.365
O -1.226 1.337 -0.792  -0.815
H -0.396 -2.129 4.950  0.401
H -2.117 -2.226 4.696  0.400
H -4.121 -0.392 1.404  0.198
H -5.552 0.141 -0.271  0.209
H -6.196 1.268 -2.374  0.215
H -4.441 2.412 -3.721  0.212
H -2.089 2.418 -2.936  0.215
C 0.882 3.502 2.804  -0.716
C 0.370 2.464 1.868  0.808
O 1.085 2.081 0.874  -0.773
O -0.733 1.897 2.055  -0.695
H 1.495 4.229 2.275  0.231
H 1.506 2.989 3.540  0.247
H 0.061 3.986 3.325  0.239
C 0.123 -3.704 0.066  -0.275
O -0.469 -2.412 0.219  -0.572
C -0.437 -1.541 -0.878  0.390
O -0.097 -1.951 -1.961  -0.662
H 1.177 -3.657 0.346  0.178
H 0.034 -4.051 -0.959  0.203
H -0.401 -4.374 0.745  0.191
O 1.796 -0.300 -0.123  -0.983
S 2.567 0.632 -1.102  1.274
C 4.245 0.528 -0.503  -0.591
C 4.800 -0.784 -1.047  -0.414
C 4.357 -0.820 -2.508  -0.410
C 2.872 -0.438 -2.525  -0.608
H 4.169 0.610 0.581  0.267
H 4.772 1.403 -0.891  0.234
H 4.367 -1.619 -0.493  0.227
H 5.882 -0.832 -0.935  0.230
H 4.505 -1.796 -2.969  0.236
H 4.939 -0.098 -3.085  0.206
H 2.194 -1.276 -2.351  0.294
H 2.541 0.083 -3.421  0.247

Computed properties:
LUMO energy: 0.206 eV
Net charge: 0
Gap between HOMO and LUMO: 7.72 eV
E_tot: -2081.5864 hartree

***

No. 4
Below is a structure of composition C16H21N5OS3SbTa at a distorted geometry, with properties calculated with ωB97M-V/def2-TZVPD.

Last column: Löwdin spin population.
Geometry (Å):
Ta 0.071 -1.178 0.746  -0.001
C 3.833 -1.476 -1.822  0.000
C 2.646 -1.748 -0.974  0.000
N 1.699 -0.902 -0.752  0.001
N 1.789 0.334 -1.368  0.000
C 0.796 1.058 -1.032  0.000
O -0.150 0.497 -0.199  0.000
C 0.659 2.445 -1.455  0.000
C -0.396 3.229 -0.994  0.000
C -0.507 4.550 -1.390  0.000
C 0.434 5.088 -2.256  0.000
C 1.490 4.312 -2.716  0.000
C 1.607 2.993 -2.319  0.000
C 2.404 -3.050 -0.361  0.000
C 3.264 -4.105 -0.545  0.000
C 2.910 -5.365 -0.071  0.000
C 1.698 -5.506 0.566  0.000
C 0.903 -4.387 0.766  0.004
N 1.238 -3.159 0.330  0.002
H 3.817 -0.461 -2.196  0.000
H 3.848 -2.171 -2.666  0.000
H 4.747 -1.639 -1.246  0.000
H -1.119 2.801 -0.322  0.000
H -1.320 5.166 -1.029  0.000
H 0.342 6.117 -2.576  0.000
H 2.220 4.739 -3.390  0.000
H 2.424 2.383 -2.680  0.000
H 4.198 -3.955 -1.068  0.000
H 3.566 -6.213 -0.221  0.000
H 1.354 -6.468 0.921  0.000
H -0.025 -4.484 1.298  0.003
S -1.925 -0.241 4.543  0.870
Sb -0.192 -1.790 4.079  0.017
S 1.277 -0.407 2.514  0.007
S -1.286 -2.689 2.088  0.079
N -4.585 1.990 2.358  0.000
C -4.371 1.457 0.954  0.000
C -2.922 1.135 0.608  0.000
N -2.366 -0.118 1.136  0.009
H -5.581 2.152 2.535  0.000
H -4.106 2.884 2.497  0.000
H -4.251 1.347 3.081  0.001
H -4.735 2.232 0.282  0.000
H -5.017 0.588 0.843  0.000
H -2.261 1.950 0.901  0.000
H -2.894 1.076 -0.480  0.000
H -2.961 -0.917 0.933  -0.001
H -2.266 -0.095 2.149  0.009

Computed properties:
LUMO energy (spin up / spin down): -10.415 / -11.789 eV
Net charge: +3
Gap between HOMO and LUMO (spin up / spin down): 5.91 / 4.54 eV
Spin multiplicity: 2
E_tot: -2462.3122 hartree
Energy relative to the best compared isomer or geometry (same formula, charge and spin): 16.9 kcal per mole

***

No. 5
Below is a structure of composition C16H21NO5S at a distorted geometry, with properties calculated with ωB97M-V/def2-TZVPD.

Last column: natural (NBO) charge in e.
Geometry (Å):
C 1.857 3.322 2.592  -0.635
C 1.221 2.162 3.249  -0.087
H 1.901 1.305 3.044  0.175
H 1.122 2.358 4.293  0.170
O 0.130 1.968 2.727  -0.489
C 0.213 1.040 1.610  0.799
O 1.291 0.614 1.147  -0.676
C -1.172 0.816 0.927  -0.318
C -1.314 0.115 -0.265  0.175
N -0.369 -0.340 -0.954  -0.679
C -0.585 -1.122 -2.339  0.679
O -1.643 -1.189 -2.724  -0.466
C 0.669 -1.177 -2.890  -0.207
H 0.378 -2.334 -3.621  0.218
H 0.895 -0.415 -3.707  0.300
O 1.847 -1.762 -2.094  -0.510
C 2.692 -0.642 -1.833  0.726
O 2.625 0.360 -2.412  -0.529
C 3.711 -1.126 -1.250  -0.370
H 4.690 -1.461 -1.810  0.285
C 4.227 -0.091 -0.061  -0.322
H 5.309 -0.034 -0.013  0.218
H 3.509 0.600 -0.029  0.209
C 3.886 -1.437 1.057  -0.426
H 2.909 -0.911 1.332  0.237
H 4.561 -1.523 1.682  0.199
C 3.612 -2.151 0.027  -0.373
H 4.213 -3.122 -0.317  0.205
H 2.657 -2.748 -0.082  0.214
H 0.569 -0.194 -0.566  0.433
S -3.049 -0.200 -0.694  0.307
C -3.464 0.741 0.839  -0.157
C -2.476 1.011 1.603  -0.212
H -2.451 1.650 2.640  0.244
C -4.899 0.772 1.276  -0.361
C -5.636 -0.749 1.455  -0.539
H -6.627 -0.370 1.739  0.212
H -5.031 -1.272 2.577  0.165
H -5.437 -1.343 0.723  0.181
H -4.983 1.271 1.989  0.170
H -5.545 1.071 0.537  0.195
H 2.220 2.930 1.525  0.224
H 2.937 3.674 3.045  0.200
H 1.267 4.240 2.728  0.216

Computed properties:
LUMO energy: 0.236 eV
Net charge: 0
Gap between HOMO and LUMO: 7.93 eV
E_tot: -1450.9017 hartree
Energy relative to the best compared isomer or geometry (same formula, charge and spin): 381.5 kcal per mole